Record 1
Here is a structure of composition C38H53BCl6N8OReSSi at a distorted geometry from the OMol25 dataset. Energies are from ωB97M-V/def2-TZVPD.

XYZ file:
```
110
C38H53BCl6N8OReSSi | the OMol25 dataset | ωB97M-V/def2-TZVPD
Re -0.45 0.13 -0.84
C -1.22 4.04 -0.27
C -0.12 3.80 0.70
C 1.28 4.09 0.05
C -0.09 2.48 1.39
C 0.01 2.39 2.77
C 0.40 1.09 3.03
C 0.57 0.62 4.45
C -0.15 -0.70 4.77
C 2.01 0.52 4.98
N 0.58 0.46 1.85
N 0.15 1.29 0.84
B 1.57 -0.68 1.43
N 0.82 -1.98 1.01
N -0.25 -1.85 0.19
C -0.59 -3.13 -0.09
C 0.31 -4.02 0.44
C 1.19 -3.25 1.19
C 2.44 -3.64 1.94
C 3.24 -4.76 1.22
C 1.98 -3.97 3.38
C -1.76 -3.57 -0.92
C -1.19 -4.51 -2.02
C -2.80 -4.37 -0.09
N 2.36 -0.14 0.14
N 1.73 -0.03 -1.09
C 2.62 0.38 -1.97
C 3.84 0.51 -1.39
C 3.62 0.21 -0.01
C 4.58 0.31 1.14
C 6.01 -0.14 0.84
C 4.56 1.76 1.64
C 2.25 0.54 -3.39
C 2.76 -0.63 -4.24
C 2.67 1.90 -3.90
H -1.05 4.91 -0.87
H -2.26 4.15 0.14
H -1.33 3.23 -0.98
H -0.12 4.52 1.49
H 1.40 3.49 -0.90
H 2.11 3.78 0.70
H 1.31 5.14 -0.25
H -0.08 3.19 3.43
H 0.05 1.39 4.97
H 0.26 -1.53 4.21
H -1.21 -0.60 4.49
H -0.05 -0.82 5.85
H 2.44 -0.39 4.59
H 2.07 0.46 6.05
H 2.64 1.39 4.70
H 2.34 -0.84 2.36
H 0.23 -5.08 0.40
H 3.05 -2.76 1.98
H 2.88 -5.74 1.54
H 4.22 -4.66 1.62
H 3.24 -4.60 0.16
H 1.05 -4.53 3.39
H 1.61 -3.09 3.91
H 2.71 -4.39 4.09
H -2.26 -2.70 -1.35
H -0.66 -5.27 -1.43
H -0.41 -4.02 -2.52
H -1.91 -4.95 -2.70
H -2.64 -5.47 -0.23
H -3.83 -4.14 -0.28
H -2.67 -4.13 1.05
H 4.76 0.85 -1.83
H 4.17 -0.38 1.89
H 6.37 0.56 0.12
H 6.05 -1.16 0.43
H 6.58 -0.05 1.73
H 4.81 2.47 0.79
H 5.26 1.96 2.47
H 3.53 1.99 1.96
H 1.21 0.49 -3.50
H 3.82 -0.65 -4.29
H 2.42 -0.54 -5.26
H 2.31 -1.52 -3.78
H 3.75 2.07 -3.89
H 2.18 2.64 -3.32
H 2.33 2.03 -4.91
Cl -2.49 1.20 -7.63
C -1.81 1.28 -6.00
C -1.57 0.13 -5.32
C -1.15 0.21 -4.03
Cl -1.13 -1.19 -2.97
C -0.82 1.43 -3.40
O -0.36 1.53 -2.20
C -1.03 2.53 -4.18
Cl -0.62 4.10 -3.52
C -1.52 2.52 -5.47
H -1.83 -0.78 -5.79
H -1.81 3.46 -5.96
Cl -3.92 -1.32 0.13
Si -2.80 0.42 0.04
Cl -3.01 1.14 2.03
Cl -4.63 1.40 -3.58
C -7.09 -0.24 1.71
C -6.90 1.09 1.01
C -7.51 2.32 1.22
C -7.03 3.41 0.49
N -5.98 3.34 -0.37
C -5.44 2.14 -0.45
S -3.79 1.87 -1.17
N -5.86 1.05 0.17
H -8.07 -0.28 2.16
H -6.29 -0.45 2.39
H -7.17 -1.04 0.99
H -8.43 2.48 1.79
H -7.57 4.40 0.51
```

Largest force on an atom: 2.601 eV/Å
HOMO energy (alpha / beta): -7.80 / -7.51 eV
LUMO energy (alpha / beta): 0.4561 / -1.6491 eV
Multiplicity: 4
Calculated total energy: -5545.2356 a.u.
Expectation value of S²: 3.76

Record 2
Here is a structure of composition C38H53F11IN3O26PS at a distorted geometry from the OMol25 dataset. Energies are from ωB97M-V/def2-TZVPD.

XYZ file:
```
134
C38H53F11IN3O26PS | the OMol25 dataset | ωB97M-V/def2-TZVPD
C -2.90 3.72 2.29
C -1.41 3.27 2.34
C -1.36 1.74 2.42
C 0.00 1.15 1.97
C -0.18 -0.38 1.76
C -0.01 -0.71 0.29
C -0.17 -2.21 -0.07
C -0.85 -2.40 -1.43
N -2.34 -2.48 -1.40
C -2.88 -3.51 -2.28
O -3.97 -4.22 -1.71
C -3.63 -5.06 -0.71
F -4.08 -6.24 -1.00
F -2.33 -5.13 -0.49
F -4.18 -4.73 0.42
C -2.83 -1.20 -1.68
N -2.56 -0.58 -2.85
C -3.64 -0.40 -3.85
C -3.43 0.86 -4.67
C -1.96 1.16 -4.86
O -4.17 1.95 -4.13
N -3.49 -0.62 -0.73
I -4.17 1.31 -0.84
P -3.88 -1.41 0.83
S -5.74 -1.85 0.97
H -3.54 2.88 2.03
H -3.07 4.48 1.53
H -3.23 4.11 3.25
H -0.95 3.60 1.41
H -0.94 3.73 3.20
H -1.58 1.44 3.44
H -2.09 1.31 1.73
H 0.25 1.64 1.03
H 0.78 1.35 2.71
H -1.15 -0.69 2.16
H 0.60 -0.86 2.33
H 1.01 -0.42 0.03
H -0.65 -0.10 -0.37
H -0.61 -2.80 0.73
H 0.84 -2.61 -0.21
H -0.38 -3.24 -1.94
H -0.56 -1.50 -1.98
H -3.28 -3.04 -3.18
H -2.11 -4.18 -2.65
H -1.76 -1.04 -3.28
H -4.64 -0.36 -3.41
H -3.67 -1.24 -4.54
H -3.85 0.68 -5.66
H -1.44 1.44 -3.95
H -1.88 1.98 -5.58
H -1.49 0.31 -5.36
H -3.61 2.73 -4.24
H -2.96 -2.44 1.08
H -3.58 -0.38 1.73
C 3.78 0.87 -2.90
C 2.92 0.24 -1.84
O 1.66 0.09 -2.52
C 1.96 -0.06 -3.84
O 1.19 -0.47 -4.65
O 3.23 0.31 -4.11
F 2.74 1.06 -0.78
H 3.67 1.96 -2.93
H 4.83 0.62 -2.80
H 3.26 -0.73 -1.50
C -5.00 7.45 -1.51
C -5.31 6.07 -0.99
O -4.20 5.78 -0.17
C -3.73 6.98 0.29
O -2.99 7.11 1.20
O -4.26 8.01 -0.43
F -5.36 5.15 -2.00
H -4.37 7.42 -2.40
H -5.89 8.03 -1.72
H -6.23 6.00 -0.40
C 0.65 -7.47 -1.45
C 0.56 -6.05 -0.96
O 1.69 -5.44 -1.55
C 1.95 -6.12 -2.71
O 2.65 -5.73 -3.58
O 1.27 -7.30 -2.73
F 0.66 -5.97 0.38
H 1.28 -8.08 -0.81
H -0.32 -7.95 -1.55
H -0.34 -5.52 -1.28
C 0.88 -2.31 -7.68
C 2.09 -1.42 -7.58
O 1.70 -0.28 -8.33
C 0.35 -0.19 -8.24
O -0.28 0.77 -8.51
O -0.19 -1.35 -7.77
F 3.17 -1.99 -8.16
H 0.89 -2.92 -8.59
H 0.75 -2.96 -6.82
H 2.34 -1.12 -6.56
C 0.67 1.40 7.64
C -0.59 1.07 6.87
O -0.17 1.21 5.52
C 1.17 0.94 5.50
O 1.80 0.71 4.52
O 1.69 0.95 6.74
F -1.58 1.95 7.12
H 0.78 2.47 7.81
H 0.72 0.88 8.59
H -0.96 0.06 7.03
C 5.01 -0.99 4.25
C 5.08 0.44 4.75
O 6.10 1.00 3.94
C 6.08 0.32 2.76
O 6.60 0.69 1.76
O 5.37 -0.83 2.87
F 5.47 0.50 6.05
H 5.74 -1.63 4.74
H 4.03 -1.42 4.36
H 4.16 1.00 4.62
C 1.73 2.29 -3.37
C 1.02 3.61 -3.53
O 1.32 4.28 -2.32
C 2.53 3.80 -1.89
O 3.20 4.30 -1.06
O 2.85 2.65 -2.56
F -0.32 3.43 -3.62
H 1.12 1.56 -2.83
H 2.05 1.86 -4.31
H 1.37 4.21 -4.37
C 4.42 -1.30 9.78
C 2.96 -1.22 9.43
O 2.99 -1.16 8.02
C 4.11 -1.82 7.62
O 4.30 -2.19 6.51
O 4.96 -2.01 8.66
F 2.40 -0.08 9.92
H 4.89 -0.32 9.85
H 4.61 -1.84 10.71
H 2.36 -2.08 9.75
```

Largest force on an atom: 10.802 eV/Å
HOMO energy: -11.85 eV
Charge: +1
LUMO energy: -4.0628 eV
Calculated total energy: -5735.7106 a.u.

Record 3
Here is a structure of composition C38H53N4NiOP2S at a distorted geometry from the OMol25 dataset. Energies are from ωB97M-V/def2-TZVPD.

XYZ file:
```
100
C38H53N4NiOP2S | the OMol25 dataset | ωB97M-V/def2-TZVPD
C -1.38 -1.38 -2.12
C 0.73 -2.21 -1.53
C -1.53 -2.33 -3.13
C 0.53 -3.34 -2.38
C -0.59 -3.38 -3.19
H -2.37 -2.25 -3.81
H 1.30 -4.11 -2.39
H -0.76 -4.21 -3.87
N -0.36 -1.42 -1.25
P -2.32 0.25 -0.14
P 2.46 -0.40 -0.06
C -2.34 -0.22 -1.93
H -1.99 0.64 -2.51
H -3.35 -0.46 -2.29
C 0.88 1.20 1.58
O 1.08 2.28 1.99
C 1.97 -1.83 -0.95
H 2.76 -2.59 -1.00
C 3.73 0.23 -1.39
C 3.49 -0.91 1.50
C -3.13 1.96 -0.06
C -3.50 -1.12 0.48
C 3.79 1.75 -1.19
H 4.17 2.02 -0.20
H 4.46 2.17 -1.95
H 2.80 2.21 -1.31
C 5.14 -0.39 -1.26
H 5.65 -0.16 -0.32
H 5.12 -1.47 -1.41
H 5.75 0.04 -2.07
C 3.26 -0.14 -2.80
H 3.84 0.45 -3.53
H 3.42 -1.21 -3.02
H 2.21 0.07 -2.97
C 4.31 0.31 1.94
H 3.67 1.18 2.11
H 4.81 0.06 2.89
H 5.09 0.59 1.23
C 2.51 -1.22 2.62
H 1.76 -0.42 2.73
H 1.96 -2.15 2.47
H 3.04 -1.31 3.58
C 4.36 -2.16 1.29
H 5.15 -2.02 0.56
H 4.85 -2.39 2.25
H 3.76 -3.03 1.00
C -3.92 -0.75 1.91
H -4.43 -1.62 2.35
H -3.05 -0.53 2.54
H -4.62 0.09 1.94
C -2.71 -2.43 0.49
H -2.55 -2.83 -0.53
H -1.73 -2.30 0.95
H -3.25 -3.19 1.07
C -4.76 -1.36 -0.38
H -5.36 -2.13 0.14
H -5.39 -0.48 -0.49
H -4.53 -1.76 -1.38
C -2.41 2.92 -1.02
H -2.51 2.62 -2.07
H -2.87 3.92 -0.92
H -1.35 3.01 -0.78
C -2.95 2.50 1.37
H -1.89 2.64 1.61
H -3.44 3.48 1.44
H -3.39 1.85 2.13
C -4.61 1.89 -0.44
H -4.76 1.44 -1.43
H -5.22 1.36 0.30
H -5.00 2.92 -0.49
Ni 0.02 0.10 0.32
N 0.36 1.20 -1.11
C 0.72 1.43 -2.21
C 0.79 2.26 -3.36
C 0.60 3.65 -3.19
C 0.99 1.74 -4.66
C 0.67 4.51 -4.29
H 0.37 4.04 -2.19
C 1.10 2.61 -5.75
H 1.03 0.66 -4.80
C 0.93 3.99 -5.57
H 0.52 5.58 -4.15
H 1.32 2.21 -6.74
H 0.99 4.66 -6.42
N 0.10 -3.63 2.25
C -0.39 -2.70 3.11
N -0.54 -1.42 2.85
C -0.88 -0.70 4.00
C -1.05 0.68 4.11
C -1.38 1.23 5.36
C -1.50 0.40 6.48
C -1.32 -0.98 6.39
C -1.01 -1.53 5.15
S -0.71 -3.22 4.75
H 0.02 -4.61 2.54
H 0.33 -3.40 1.30
H -0.88 1.31 3.23
H -1.53 2.31 5.44
H -1.75 0.85 7.45
H -1.41 -1.65 7.24
```

Largest force on an atom: 5.618 eV/Å
HOMO energy (alpha / beta): -9.78 / -9.58 eV
Charge: +1
LUMO energy (alpha / beta): -2.4412 / -4.2908 eV
Multiplicity: 3
Calculated total energy: -4363.0172 a.u.
Expectation value of S²: 2.06

Record 4
Here is a structure of composition C38H53N4OP2ReS at a distorted geometry from the OMol25 dataset. Energies are from ωB97M-V/def2-TZVPD.

XYZ file:
```
100
C38H53N4OP2ReS | the OMol25 dataset | ωB97M-V/def2-TZVPD
C -1.40 -2.01 -2.15
C -2.61 -0.18 -1.33
C -2.58 -2.60 -2.58
C -3.74 -0.58 -2.00
C -3.76 -1.84 -2.61
H -2.56 -3.66 -2.88
H -4.59 0.10 -1.97
H -4.67 -2.23 -3.08
N -1.41 -0.68 -1.80
P 1.24 -1.37 -1.95
P -1.53 1.92 0.52
C -0.07 -2.69 -1.85
H -0.10 -3.08 -0.81
H 0.07 -3.54 -2.52
C -2.62 0.54 -0.07
H -3.59 0.89 0.21
C -2.51 1.84 2.30
C -1.39 3.89 0.11
C 2.72 -2.18 -1.07
C 1.44 -1.42 -3.85
C -1.35 1.57 3.25
H -0.56 2.34 3.23
H -1.73 1.51 4.28
H -0.88 0.61 3.01
C -3.31 3.11 2.70
H -2.75 4.07 2.79
H -4.16 3.27 2.01
H -3.75 2.92 3.70
C -3.62 0.76 2.43
H -3.83 0.56 3.48
H -4.53 1.09 1.94
H -3.40 -0.12 1.97
C -0.65 4.52 1.30
H 0.35 4.07 1.40
H -0.53 5.60 1.12
H -1.15 4.40 2.26
C -0.54 4.15 -1.12
H 0.50 3.80 -1.01
H -0.97 3.71 -2.03
H -0.48 5.24 -1.29
C -2.78 4.45 -0.17
H -3.43 4.50 0.70
H -2.68 5.48 -0.55
H -3.29 3.86 -0.95
C 2.71 -0.64 -4.22
H 2.79 -0.61 -5.31
H 2.67 0.39 -3.86
H 3.63 -1.13 -3.84
C 0.24 -0.79 -4.58
H -0.71 -1.24 -4.28
H 0.18 0.29 -4.45
H 0.37 -0.98 -5.65
C 1.51 -2.85 -4.42
H 1.72 -2.76 -5.50
H 2.30 -3.48 -4.00
H 0.55 -3.38 -4.33
C 2.30 -2.58 0.36
H 1.53 -3.37 0.37
H 3.19 -2.98 0.88
H 1.94 -1.72 0.94
C 3.86 -1.16 -0.98
H 3.57 -0.29 -0.38
H 4.72 -1.65 -0.49
H 4.19 -0.81 -1.97
C 3.19 -3.44 -1.79
H 2.38 -4.17 -1.93
H 3.68 -3.22 -2.74
H 3.95 -3.92 -1.15
Re 0.26 0.29 -0.83
C 0.39 1.47 -2.27
O 0.51 2.15 -3.23
N -0.74 -0.61 0.78
C -1.93 -0.85 1.09
C -2.06 -2.12 2.00
C -0.88 -2.38 2.71
C -3.27 -2.80 2.25
C -0.92 -3.30 3.74
H 0.03 -1.83 2.39
C -3.27 -3.73 3.29
H -4.16 -2.61 1.62
C -2.11 -3.96 4.02
H 0.00 -3.47 4.26
H -4.18 -4.27 3.49
H -2.10 -4.68 4.81
N 2.60 3.23 -1.26
C 2.85 2.52 -0.07
N 2.16 1.58 0.44
C 2.60 1.20 1.69
C 2.07 0.21 2.53
C 2.81 -0.23 3.61
C 4.05 0.37 3.93
C 4.54 1.44 3.15
C 3.80 1.85 2.04
S 4.23 3.09 0.88
H 3.23 4.01 -1.40
H 2.52 2.64 -2.09
H 1.10 -0.19 2.29
H 2.44 -1.05 4.25
H 4.64 0.01 4.79
H 5.48 1.94 3.38
```

Relative energy (zero: lowest compared OMol25 entry of this formula, charge and spin): 4.5918 eV
Largest force on an atom: 8.272 eV/Å
HOMO energy (alpha / beta): -16.08 / -16.07 eV
Charge: +3
LUMO energy (alpha / beta): -9.2323 / -11.8516 eV
Multiplicity: 4
Calculated total energy: -2932.1033 a.u.
Expectation value of S²: 3.78